[1]
Density functional theory data (ωB97M-V/def2-TZVPD) for a structure of composition C23H26FN4O5RhSe2.

As for the total charge: -2. For the molar mass, the calculation gives 718.3 g/mol. For the total energy, the calculation gives -6500.65525 a.u. The calculation puts the gap between HOMO and LUMO at 4.7 eV. The HOMO energy is -0.01962 hartree.

Geometry as XYZ:
```
62
Properties=species:S:1:pos:R:3:forces:R:3:lowdin_charge:R:1
Rh 1.265621 -2.388006 -0.399784 0.0 0.1 0.2 0.728
O 1.880688 -4.555018 5.269468 0.0 0.0 0.0 0.068
C 1.757984 -4.164625 4.126534 0.0 0.0 -0.1 -0.284
C 0.454597 -3.849989 3.424018 0.1 0.1 0.1 -0.308
O -0.661156 -3.881368 3.927379 0.0 0.0 0.0 0.040
C 0.833495 -3.453795 2.077580 0.1 0.0 -0.1 -0.311
C 2.240825 -3.428335 1.929146 0.0 0.0 0.0 -0.315
O 2.782966 -3.028885 0.845754 0.0 0.0 0.0 -0.163
C 2.889927 -3.863856 3.165722 0.0 0.0 0.0 -0.303
O 4.081368 -3.942282 3.421996 0.0 0.0 0.0 0.052
O 0.064497 -3.097165 1.117033 0.0 0.0 0.0 -0.197
C -4.466117 0.290360 2.874564 0.0 0.0 0.0 -0.118
C -3.098772 0.967330 2.830564 0.0 0.0 0.0 -0.262
C -1.938355 -0.023312 2.759334 0.0 0.0 0.0 -0.187
C -1.776529 -0.710846 1.410804 0.0 0.0 0.1 -0.135
N -1.391216 0.220213 0.350260 -0.1 0.0 0.0 -0.009
C -0.113675 0.584418 0.094234 0.0 0.0 -0.2 -0.669
Se 1.349193 0.245805 1.156269 0.0 -0.1 0.0 0.744
N -0.105013 1.238108 -1.099367 -0.1 0.2 0.1 -0.020
C 1.053259 1.784717 -1.774415 0.0 0.0 0.0 -0.157
C 1.050071 3.311694 -1.774366 0.0 0.0 0.0 -0.188
C 1.254244 3.923869 -0.389276 0.0 0.0 0.0 -0.264
C 2.680153 3.767465 0.128060 0.0 0.0 0.0 -0.123
C -1.378052 1.233989 -1.635344 0.1 -0.1 0.0 -0.152
C -1.872811 1.710025 -2.837329 0.0 0.0 0.0 -0.015
C -3.227407 1.529545 -3.084380 0.0 0.0 0.0 -0.109
C -4.050647 0.892052 -2.155256 0.0 0.0 0.0 -0.104
C -3.546691 0.406932 -0.955781 0.0 0.0 0.0 -0.001
C -2.195603 0.583342 -0.712286 0.0 0.0 0.0 -0.148
H -5.275929 1.022133 2.924931 0.0 0.0 0.0 0.061
H -4.542075 -0.362632 3.746890 0.0 0.0 0.0 0.072
H -4.636883 -0.328669 1.992013 0.0 0.0 0.0 0.050
H -2.983504 1.591442 3.721488 0.0 0.0 0.0 0.098
H -3.049703 1.646149 1.971677 0.0 0.0 0.0 0.098
H -2.063986 -0.806363 3.513546 0.0 0.0 0.0 0.121
H -0.997358 0.481428 2.986657 0.0 0.0 0.0 0.076
H -2.695121 -1.198307 1.085296 0.0 0.0 0.0 0.126
H -1.015648 -1.491163 1.457936 -0.1 0.1 0.0 0.080
H 1.065206 1.390517 -2.792929 0.0 0.0 0.0 0.131
H 1.927723 1.389330 -1.261773 0.0 0.0 0.0 0.058
H 0.105801 3.666849 -2.196773 0.0 0.0 0.0 0.096
H 1.846496 3.651886 -2.445455 0.0 0.0 0.0 0.111
H 0.561786 3.454625 0.316178 0.0 0.0 0.0 0.098
H 0.991510 4.985552 -0.429751 0.0 0.0 0.0 0.097
H 2.931713 2.714736 0.261137 0.0 0.0 0.0 0.027
H 2.799252 4.251426 1.099221 0.0 0.0 0.0 0.067
H 3.397603 4.216827 -0.565092 0.0 0.0 0.0 0.067
H -1.227863 2.186000 -3.563843 0.0 0.0 0.0 0.104
H -3.648683 1.879742 -4.018358 0.0 0.0 0.0 0.089
H -5.101707 0.759319 -2.378738 0.0 0.0 0.0 0.091
H -4.186253 -0.104076 -0.249841 0.0 0.0 0.0 0.096
F -0.222841 -1.541743 -1.428613 0.0 -0.1 -0.1 -0.531
N 2.337585 -2.040373 -3.076173 -0.1 0.0 0.0 -0.049
C 3.206936 -1.438487 -3.892872 0.0 0.0 0.0 -0.128
C 3.980935 -0.585420 -3.122374 0.0 0.0 0.0 -0.093
C 3.501387 -0.763905 -1.816051 0.0 0.0 0.1 -0.161
N 2.512564 -1.646635 -1.819750 0.0 0.0 -0.1 -0.136
H 1.737756 -2.921128 -3.134420 0.0 0.0 0.0 -0.064
H 3.223833 -1.659542 -4.946964 0.0 0.0 0.0 0.100
H 4.780604 0.055935 -3.452481 0.0 0.0 0.0 0.074
H 3.811043 -0.320197 -0.884242 0.0 0.0 0.0 0.093
Se 1.110974 -4.437658 -1.691588 0.0 0.0 0.0 -0.108
```
Forces are in eV/Å.



[2]
Density functional theory data (ωB97M-V/def2-TZVPD) for a cluster of 2 separate species, C20H33N3O2 in total in a non-equilibrium geometry.

For the molar mass, the calculation gives 347.5 g/mol. For the total energy, the calculation gives -1095.95504 a.u. The calculation puts the gap between HOMO and LUMO at 8.5 eV. The HOMO energy is -0.29615 hartree.

Geometry as XYZ:
```
58
Properties=species:S:1:pos:R:3:forces:R:3:lowdin_charge:R:1
C 2.824405 5.536059 -3.768960 4.2 -1.6 -4.0 -0.004
C 2.855745 3.954589 -3.499802 3.9 1.5 -6.1 -0.451
O 3.331772 3.071654 -4.305515 -2.0 3.3 2.3 0.006
N 2.489501 3.718066 -2.300774 -3.1 5.2 4.1 0.090
C 2.329734 2.528128 -1.803662 -0.3 -1.1 7.4 -0.228
C 2.849059 1.427502 -2.277499 -1.0 -0.9 1.8 -0.023
C 2.779918 0.332686 -1.507968 3.1 -8.7 -8.6 -0.078
C 2.366178 0.024055 -0.383736 -3.8 2.5 7.3 -0.318
C 2.050518 1.249103 0.248039 -0.7 1.0 0.9 -0.034
C 2.025928 2.471573 -0.325893 0.8 -3.9 -5.3 0.048
H 2.005104 3.316524 0.181853 -0.7 3.8 2.4 0.059
H 1.806823 1.211883 1.256370 -0.4 -0.1 2.0 0.099
C 2.030880 -1.166397 0.368128 9.3 -4.9 1.7 -0.287
N 0.907731 -1.361954 1.032892 -7.0 3.9 -4.4 -0.216
C 0.603345 -2.390997 1.847324 0.9 3.2 8.6 -0.139
H 1.415947 -2.113603 2.834816 -1.9 -1.3 -2.2 0.182
C -0.910658 -2.088985 2.589916 2.0 -16.6 -7.2 -0.132
N -1.832588 -2.078808 1.599114 -3.4 -3.2 -3.6 -0.096
C -2.222219 -3.656870 1.109758 -7.4 10.4 2.5 -0.083
C -3.090236 -4.170165 2.168061 0.4 -4.6 -1.1 -0.215
H -3.379280 -5.200016 1.531547 0.8 1.5 2.5 0.187
H -2.473711 -4.306213 3.109502 -0.9 -0.6 -1.0 0.119
C -4.396530 -3.551357 2.443028 -2.0 2.1 -1.5 -0.390
C -4.201011 -2.250290 3.468613 -6.6 -1.2 -4.9 0.001
H -3.792494 -2.893617 4.093055 2.4 -1.1 4.4 0.005
H -5.308729 -1.948000 3.596056 1.8 -0.5 0.8 0.101
H -3.803278 -1.492879 2.873300 1.7 0.9 -0.2 0.027
C -5.117193 -3.182144 1.128294 -0.7 11.9 9.7 -0.070
H -5.238892 -3.726876 0.440628 -1.7 -8.8 -9.1 -0.067
H -6.256876 -2.677461 1.425628 3.1 -1.6 -0.8 0.162
H -4.612462 -2.307805 0.644159 -0.2 -0.3 0.5 0.080
H -5.164830 -4.276716 2.744986 0.9 0.0 1.4 0.126
H -2.722564 -3.419643 0.179337 -0.5 -0.2 -0.1 0.112
H -1.450032 -4.071068 0.879504 9.1 -5.4 -1.9 0.003
C -1.557986 -1.162808 0.466922 1.0 -3.3 0.5 -0.405
C -1.505415 0.077296 1.093331 -3.8 9.2 0.6 -0.148
H -2.525113 0.176315 1.575183 1.4 0.2 0.6 0.132
H -0.652804 0.570763 1.776032 -1.8 -2.0 -1.7 0.177
C -1.797475 1.223942 -0.098839 2.7 1.2 2.2 -0.115
O -1.519210 2.596376 0.388207 -11.8 -1.9 -8.7 -0.033
H -0.909260 2.715153 0.908597 10.2 1.0 8.5 -0.100
H -0.942619 1.196879 -0.775575 -0.7 -1.0 -1.0 0.088
H -2.824670 1.267871 -0.545187 1.1 -0.4 0.5 0.132
C -0.197691 -1.331049 -0.110523 2.0 -5.3 -0.8 -0.044
H 0.185819 -0.735696 -0.972657 -0.8 -0.2 0.9 0.127
H -0.219921 -2.533508 -0.489449 0.5 2.8 0.4 0.177
H -2.395904 -1.332221 -0.243482 0.6 0.6 0.2 0.166
H -1.155807 -2.975623 3.330067 0.8 1.8 -1.3 0.156
H -0.784781 -1.370776 3.039119 2.1 13.6 8.2 -0.029
H 0.898872 -3.293284 1.517712 0.4 -3.8 -1.3 0.060
H 2.887991 -1.285782 1.327512 -1.6 0.7 -2.2 0.189
H 2.489634 -2.133217 -0.189525 -1.3 1.5 0.2 0.150
H 2.973169 -1.000194 -2.077783 0.0 4.0 0.7 0.214
H 3.121732 1.385669 -3.200832 2.0 -0.5 -5.3 0.052
H 2.137605 4.540107 -1.583367 1.3 -2.5 -3.0 0.250
H 1.894635 5.861154 -3.548121 -3.2 1.2 0.3 0.005
H 3.123006 5.736725 -4.963463 -1.0 -0.6 3.4 0.148
H 3.520014 6.174459 -3.169243 -0.2 -1.1 -0.3 0.079
```
Forces are in eV/Å.



[3]
Density functional theory data (ωB97M-V/def2-TZVPD) for a structure of composition C9H23CrN5O6 in a non-equilibrium geometry.

For the molar mass, the calculation gives 349.3 g/mol. For the total energy, the calculation gives -2126.23322 a.u. The spin multiplicity is 5. The calculation puts the gap between HOMO and LUMO (spin up / spin down) at 6.3 / 6.0 eV. The HOMO energy (spin up / spin down) is -0.24010 / -0.24311 hartree.

Geometry as XYZ:
```
44
Properties=species:S:1:pos:R:3:forces:R:3:mulliken_spin:R:1
O -0.264785 -0.303298 -3.067525 -0.7 0.4 -0.6 -0.004
H -0.067917 -0.015022 -3.968073 0.1 0.1 0.4 0.001
Cr 0.540616 -0.263354 0.358822 -0.3 0.1 0.5 3.622
N 0.405124 1.402725 1.405985 1.3 1.8 -1.6 -0.280
N 1.609894 0.888423 -0.811433 0.8 2.4 -0.1 0.078
N -0.874120 -1.095653 1.465189 -1.8 -1.8 -0.7 -0.001
N 0.133436 -1.834953 -0.761325 -1.3 -1.1 0.4 -0.087
O -0.346113 1.614822 2.454692 -0.5 -0.2 1.2 -0.100
O -1.413186 -0.587358 2.584125 0.4 -0.5 -0.2 0.021
O 0.877619 -2.221216 -1.861045 -0.9 0.0 -0.6 0.019
O 2.172859 0.598608 -1.928176 0.0 -0.1 0.3 0.220
C 1.787338 2.147227 -0.305906 0.5 -2.1 -1.4 -0.105
C 1.207991 2.397069 0.959395 -1.6 -1.6 1.2 0.210
C -1.312836 -2.282294 1.019680 0.3 2.0 1.3 0.096
C -0.815603 -2.645532 -0.279968 2.1 0.5 -1.0 0.187
C 1.435920 3.588542 1.807705 0.2 0.6 0.0 -0.015
H 1.748553 3.292130 2.815233 -0.2 -0.1 -0.1 0.010
H 0.540519 4.213322 1.915724 0.1 -0.2 0.0 0.013
H 2.240729 4.190387 1.381839 -0.1 0.1 0.1 0.002
C 2.640486 3.030931 -1.119262 0.4 0.6 0.0 0.011
H 2.267198 3.099598 -2.152002 0.1 -0.1 0.3 -0.006
H 3.656276 2.613201 -1.176106 -0.2 0.1 -0.1 -0.009
H 2.693991 4.027699 -0.685681 0.0 0.1 -0.1 0.000
C -2.213698 -3.161251 1.813911 -0.3 -0.1 -0.1 -0.005
C -1.243927 -3.897896 -0.952712 0.1 -0.4 -0.1 -0.002
H -2.796375 -2.586962 2.537029 0.1 0.0 -0.2 0.002
H -1.644913 -3.915776 2.375672 0.0 0.1 -0.2 0.009
H -2.880126 -3.685578 1.123919 -0.1 0.0 0.3 0.003
H -0.695720 -4.018318 -1.885504 -0.1 0.0 0.0 0.001
H -2.321982 -3.907758 -1.155935 0.2 0.1 0.1 0.008
H -1.023465 -4.762230 -0.313421 -0.1 0.1 -0.1 0.009
H -0.974248 0.423598 2.604914 0.1 0.4 0.2 0.014
H 0.624280 -1.499781 -2.541443 0.5 -0.6 1.1 0.001
C -1.085193 0.675432 -2.401186 -0.1 0.2 -0.4 0.065
H -0.483402 1.397728 -1.837658 0.0 -0.1 -0.3 -0.003
H -1.724740 0.148151 -1.690580 0.0 0.0 -0.2 -0.012
H -1.705119 1.210386 -3.140040 0.1 -0.2 0.4 0.011
O -3.590520 2.386538 -0.546168 0.2 -0.6 0.2 0.001
H -3.739189 1.428836 -0.487845 -0.1 0.4 -0.1 0.000
H -2.903162 2.532272 0.117686 -0.1 0.1 -0.1 0.003
N 2.166441 -1.051753 1.439389 1.1 -0.5 0.7 -0.003
H 2.843054 -1.484468 0.793383 -0.3 0.3 0.4 0.006
H 1.872781 -1.766303 2.119760 0.2 0.4 -0.4 0.005
H 2.655214 -0.320887 1.974931 -0.2 -0.4 -0.4 0.006
```
Forces are in eV/Å.



[4]
Density functional theory data (ωB97M-V/def2-TZVPD) for a structure of composition C4H9Br2CsF3P in a non-equilibrium geometry.

For the molar mass, the calculation gives 437.8 g/mol. For the total energy, the calculation gives -5966.67568 a.u. The calculation puts the gap between HOMO and LUMO at 5.6 eV. The HOMO energy is -0.23805 hartree.

Geometry as XYZ:
```
20
Properties=species:S:1:pos:R:3:forces:R:3:lowdin_charge:R:1
F 0.002411 -2.206275 -0.253854 -0.4 0.0 0.6 0.016
C 0.125303 -1.657246 -1.449458 0.7 0.0 -1.1 -0.918
F 0.958636 -2.450508 -2.132753 0.0 0.1 0.1 0.035
Br -1.602457 -1.779084 -2.405545 0.4 -0.1 -1.0 0.668
C 0.677144 -0.199008 -1.412580 -0.2 0.3 -0.6 -0.813
F 1.867995 -0.285011 -0.806610 0.2 -0.1 0.2 0.017
Br 1.048952 0.252460 -3.302217 0.1 0.0 -0.1 0.802
C -0.227248 0.911528 -0.887279 -0.6 -1.1 0.4 -0.292
C -0.756919 0.776101 0.548722 0.1 -0.3 -0.3 -0.520
P 0.573773 0.625743 1.955671 0.2 0.0 1.1 0.223
H 0.303946 1.832638 -1.040620 0.4 0.4 0.2 0.106
H -1.060795 0.939629 -1.576189 -0.2 0.1 -0.5 0.067
H -1.301887 1.686462 0.769137 -0.2 0.4 0.1 0.063
H -1.516619 -0.035872 0.652220 3.7 3.3 0.2 -0.291
H 0.144727 1.925492 2.510617 -0.1 -0.1 -0.1 -0.073
H -0.505522 -0.069869 2.779271 -0.2 0.0 0.0 -0.081
H 0.987810 -0.691388 1.451239 -0.1 0.0 -0.1 -0.069
H 1.579473 1.300077 1.130782 -0.1 0.0 -0.1 -0.053
H 1.511716 0.488887 3.068061 0.0 0.0 -0.1 -0.089
Cs -2.810438 -1.364758 0.401387 -3.5 -2.9 1.1 1.205
```
Forces are in eV/Å.